Entry 1:
Below is C5H9N in the gas phase, with properties calculated with ωB97M-V with the def2-TZVPD basis set.

Values from the calculation:
molecular weight: 83.13 g/mol
gap between HOMO and LUMO: 12.3 eV
energy above the lowest of the compared OMol25 structures with the same formula, charge and spin: 3.25 kcal per mole
structure (SMILES): CC(C)CC#N
lowest unoccupied orbital energy: 0.896 eV

```
15
Properties=species:S:1:pos:R:3:lowdin_charge:R:1
H 0.85102 0.41183 -1.66719 0.0880
C -0.19551 -0.56426 -0.01691 -0.4256
N 0.11091 2.67985 0.90168 0.1501
C -1.24645 0.55880 0.20567 -0.1528
H -0.48692 -0.64114 -2.17152 0.0770
H -0.73054 -1.51156 0.12804 0.1306
C -0.56587 1.80675 0.56198 -0.2407
H 1.78039 -1.12535 0.70714 0.0779
H 1.33606 0.53113 1.08901 0.0602
H 1.04037 -1.34918 -1.61606 0.0786
H -1.84918 0.70877 -0.69718 0.1168
H -1.93633 0.30398 1.01737 0.1214
C 0.94474 -0.48712 1.00542 -0.0825
C 0.33178 -0.52987 -1.45161 -0.0826
H 0.61554 -0.79263 2.00417 0.0836
```

Entry 2:
Below is C5H9N in the gas phase, with properties calculated with ωB97M-V with the def2-TZVPD basis set.

Values from the calculation:
molecular weight: 83.13 g/mol
gap between HOMO and LUMO: 9.1 eV
energy above the lowest of the compared OMol25 structures with the same formula, charge and spin: 37.65 kcal per mole
lowest unoccupied orbital energy: 0.979 eV

```
15
Properties=species:S:1:pos:R:3:lowdin_charge:R:1
H -0.98239 -0.57068 -1.59348 0.1145
C -0.59325 -0.92999 -0.63183 -0.1495
H 1.05120 -2.03519 -1.49354 0.1173
H 0.24081 1.68806 -0.95686 0.0868
H -1.50721 1.75426 -0.68454 0.0743
H -1.28802 0.07721 1.16064 0.1270
C -0.54266 1.57189 -0.19871 -0.0866
C 0.90648 -0.10346 1.06163 -0.2047
C -0.48109 0.17909 0.42758 -0.3598
H -1.21381 -1.77312 -0.30319 0.1145
H -0.39605 2.35355 0.55460 0.0770
N 0.80814 -1.37568 -0.76359 -0.0513
H 1.46124 0.81401 1.29306 0.0982
C 1.70329 -0.99145 0.12065 -0.0624
H 0.83331 -0.65850 2.00756 0.1049
```

Entry 3:
Below is C5H9N in the gas phase, with properties calculated with ωB97M-V with the def2-TZVPD basis set.

Values from the calculation:
molecular weight: 83.13 g/mol
gap between HOMO and LUMO: 10.1 eV
energy above the lowest of the compared OMol25 structures with the same formula, charge and spin: 52.45 kcal per mole
structure (SMILES): C1CC1N1CC1
lowest unoccupied orbital energy: 1.297 eV

```
15
Properties=species:S:1:pos:R:3:lowdin_charge:R:1
H 1.94265 1.04225 -1.42704 0.0995
C 1.87587 -0.72120 -0.04649 -0.1503
H 1.32997 1.39043 0.26769 0.1031
H -0.40865 -1.14050 1.10783 0.1370
C -0.54139 -0.46094 0.26743 -0.3294
H -1.05508 1.67194 -0.03571 0.0980
H 1.90007 -0.89313 1.03031 0.1045
H 2.54363 -1.35709 -0.62317 0.0989
H -2.02432 -0.19453 -1.34445 0.1027
C -1.93120 -0.34745 -0.27370 -0.1107
C -1.33879 0.78460 0.52357 -0.1179
H -2.71306 -0.95468 0.17256 0.0948
C 1.53533 0.64474 -0.50001 -0.1485
N 0.58227 -0.44653 -0.64869 -0.0773
H -1.69731 0.98209 1.52986 0.0957
```